No. 1
Entry from the OMol25 dataset: a molecular structure, C34H33F5LiN7O3 (ωB97M-V/def2-TZVPD).

Geometry (Å):
Li1 -0.568 -0.683 -0.345
C1 4.144 -2.381 -5.180
C2 3.268 -1.690 -4.172
C3 3.095 -0.346 -4.148
C4 2.347 0.310 -3.118
C5 2.186 1.682 -3.273
N1 1.873 2.638 -2.404
C6 2.159 2.655 -0.978
C7 1.558 3.887 -0.304
C8 2.277 4.228 1.014
N2 2.622 3.039 1.803
C9 1.728 2.053 2.010
C10 0.378 2.175 2.224
C11 -0.280 3.330 2.755
C12 -1.611 3.332 3.010
C13 -2.288 4.485 3.696
C14 -2.381 2.181 2.642
C15 -1.842 1.059 2.101
C16 -2.668 -0.089 1.714
N3 -2.199 -0.935 0.910
C17 -2.843 -2.164 0.552
C18 -1.846 -3.302 0.855
C19 -0.948 -3.667 -0.324
N4 -0.073 -2.583 -0.746
C20 0.866 -2.866 -1.541
C21 1.726 -1.929 -2.267
C22 2.544 -2.461 -3.223
C23 1.656 -0.479 -2.091
O1 0.999 0.057 -1.189
C24 -0.387 0.959 1.905
O2 0.177 -0.043 1.456
H1 4.585 -1.665 -5.873
H2 3.574 -3.111 -5.759
H3 4.952 -2.920 -4.681
H4 3.562 0.269 -4.911
H5 2.351 2.064 -4.278
H6 1.637 3.533 -2.802
H7 3.252 2.657 -0.859
H8 1.761 1.743 -0.536
H9 0.496 3.715 -0.123
H10 1.643 4.761 -0.956
H11 1.656 4.904 1.597
H12 3.211 4.747 0.803
H13 3.565 2.719 1.669
H14 2.104 1.034 1.954
H15 0.326 4.175 3.060
H16 -1.579 5.283 3.911
H17 -2.733 4.162 4.640
H18 -3.091 4.895 3.079
H19 -3.458 2.226 2.783
H20 -3.680 -0.171 2.140
H21 -3.035 -2.131 -0.524
H22 -3.799 -2.322 1.074
H23 -2.389 -4.198 1.165
H24 -1.203 -2.984 1.675
H25 -1.588 -3.932 -1.174
H26 -0.364 -4.559 -0.061
H27 1.037 -3.915 -1.833
H28 2.597 -3.542 -3.313
F1 -5.943 0.542 -5.087
C25 -4.915 0.284 -4.255
C26 -4.014 -0.730 -4.533
F2 -4.191 -1.479 -5.631
C27 -2.943 -0.964 -3.698
F3 -2.087 -1.962 -4.008
C28 -2.671 -0.199 -2.530
O3 -1.669 -0.400 -1.782
C29 -3.649 0.804 -2.285
F4 -3.496 1.569 -1.180
C30 -4.720 1.048 -3.116
F5 -5.586 2.031 -2.827
N5 0.143 -1.751 6.330
C31 0.842 -2.243 5.258
C32 0.345 -2.164 3.946
N6 1.027 -2.625 2.920
C33 2.229 -3.149 3.161
C34 2.727 -3.214 4.449
N7 2.037 -2.775 5.499
H29 -0.842 -1.592 6.218
H30 0.445 -2.068 7.235
H31 -0.617 -1.703 3.730
H32 2.784 -3.523 2.310
H33 3.705 -3.629 4.663

Forces on the atoms, in the same order (eV/Å):
Li -0.030 0.076 0.069
C -0.130 -0.018 0.062
C 0.204 0.205 -0.201
C -0.003 -0.223 -0.036
C -0.079 0.002 0.186
C 0.030 0.004 -0.011
N -0.184 -0.041 0.010
C -0.003 0.082 0.158
C 0.082 -0.125 0.050
C -0.132 0.053 -0.078
N -0.134 -0.019 -0.065
C -0.030 -0.077 0.096
C -0.047 -0.207 -0.119
C -0.132 0.073 0.033
C 0.292 0.293 0.052
C -0.042 -0.084 -0.069
C 0.067 -0.250 -0.197
C -0.072 0.107 0.129
C -0.227 -0.184 -0.066
N 0.014 -0.060 -0.102
C -0.158 -0.229 0.094
C 0.003 0.150 -0.161
C -0.135 -0.322 0.081
N 0.067 0.154 0.064
C -0.123 -0.418 0.023
C 0.166 0.027 -0.109
C -0.221 0.075 0.180
C 0.062 0.341 -0.077
O 0.256 -0.040 -0.161
C 0.255 0.131 0.046
O 0.075 0.332 0.253
H 0.018 -0.010 -0.006
H 0.026 -0.002 -0.017
H 0.033 0.002 -0.047
H 0.030 0.000 0.012
H -0.056 0.000 -0.009
H 0.142 0.025 -0.073
H -0.017 -0.034 -0.015
H 0.073 -0.051 -0.018
H -0.024 0.016 -0.038
H -0.013 0.032 0.034
H 0.061 0.060 0.007
H 0.036 -0.043 0.039
H 0.050 -0.017 0.011
H 0.064 0.024 -0.007
H -0.054 0.035 0.002
H -0.008 0.011 0.004
H -0.016 0.042 0.004
H -0.004 0.006 0.015
H -0.006 -0.044 0.024
H 0.053 -0.010 0.044
H -0.077 0.021 0.021
H 0.061 0.056 0.027
H 0.019 -0.008 -0.034
H -0.032 -0.090 0.146
H 0.063 0.017 -0.026
H 0.026 0.038 -0.068
H 0.013 0.026 0.042
H -0.040 -0.013 0.034
F -0.056 -0.033 -0.009
C 0.051 0.047 0.024
C -0.086 0.140 0.066
F 0.015 -0.075 -0.077
C 0.191 0.036 0.192
F -0.002 -0.045 -0.052
C -0.448 0.093 -0.257
O 0.014 0.061 -0.162
C 0.294 -0.131 0.089
F -0.063 0.089 0.013
C 0.007 -0.108 -0.074
F -0.055 0.079 0.026
N -0.092 0.132 -0.009
C 0.249 -0.139 -0.070
C -0.013 0.058 -0.085
N -0.030 -0.031 -0.021
C 0.072 -0.079 0.061
C -0.059 0.045 -0.037
N -0.110 0.075 0.097
H -0.015 -0.034 0.023
H 0.017 -0.013 0.003
H -0.014 -0.032 0.046
H 0.028 -0.001 0.038
H -0.001 -0.033 -0.069

Calculated values
Orbital gap, eV: 5.72
Max |F|, eV Å⁻¹: 0.5
Electronic energy, hartree: -2431.28767
Highest occupied orbital energy, eV: -6.40

Which charges does Löwdin predict for the atoms? In e, they are:
1 Li 0.556
2 C -0.054
3 C -0.274
4 C -0.009
5 C -0.107
6 C -0.021
7 N 0.059
8 C -0.167
9 C -0.144
10 C -0.168
11 N 0.034
12 C -0.041
13 C -0.129
14 C -0.002
15 C -0.266
16 C -0.054
17 C 0.033
18 C -0.100
19 C -0.100
20 N -0.006
21 C -0.196
22 C -0.159
23 C -0.210
24 N 0.028
25 C -0.106
26 C -0.090
27 C 0.024
28 C -0.280
29 O -0.050
30 C -0.300
31 O -0.039
32 H 0.074
33 H 0.081
34 H 0.080
35 H 0.117
36 H 0.138
37 H 0.141
38 H 0.136
39 H 0.093
40 H 0.119
41 H 0.115
42 H 0.101
43 H 0.122
44 H 0.134
45 H 0.149
46 H 0.112
47 H 0.074
48 H 0.082
49 H 0.083
50 H 0.128
51 H 0.134
52 H 0.113
53 H 0.116
54 H 0.111
55 H 0.079
56 H 0.127
57 H 0.117
58 H 0.128
59 H 0.123
60 F 0.083
61 C -0.169
62 C -0.166
63 F 0.099
64 C -0.144
65 F 0.073
66 C -0.341
67 O -0.129
68 C -0.142
69 F 0.069
70 C -0.167
71 F 0.096
72 N 0.120
73 C -0.379
74 C -0.091
75 N 0.081
76 C -0.142
77 C -0.136
78 N 0.109
79 H 0.090
80 H 0.093
81 H 0.106
82 H 0.097
83 H 0.100



No. 2
Entry from the OMol25 dataset: a molecular structure, C34H33GeN2ORu at a distorted geometry (ωB97M-V/def2-TZVPD).

Geometry (Å):
Ru1 -0.712 0.092 -1.849
C1 -0.873 3.742 -1.608
C2 -1.451 2.479 -2.181
C3 -0.996 2.016 -3.412
C4 -1.634 0.911 -4.021
C5 -2.660 0.233 -3.384
C6 -3.032 0.613 -2.072
C7 -2.449 1.751 -1.507
H1 -0.900 4.531 -2.361
H2 0.167 3.612 -1.311
H3 -1.435 4.094 -0.746
H4 -0.222 2.540 -3.957
H5 -1.323 0.581 -5.003
H6 -3.122 -0.617 -3.867
H7 -3.833 0.081 -1.579
H8 -2.817 2.078 -0.547
C8 0.857 -2.447 -5.763
C9 0.393 -2.644 -4.342
O1 -0.590 -2.095 -3.883
N1 1.128 -3.495 -3.563
C10 0.970 -3.422 -2.115
C11 1.609 -2.178 -1.543
C12 2.981 -2.064 -1.543
C13 3.574 -0.839 -1.193
C14 2.783 0.217 -0.822
C15 1.392 0.005 -0.724
N2 0.819 -1.180 -1.089
H9 0.903 -1.375 -5.951
H10 0.118 -2.875 -6.440
H11 1.828 -2.894 -5.968
H12 2.024 -3.790 -3.912
H13 1.456 -4.299 -1.686
H14 -0.089 -3.448 -1.867
H15 3.595 -2.905 -1.840
H16 4.652 -0.741 -1.212
H17 3.187 1.184 -0.555
H18 0.716 1.950 -0.316
C16 0.359 0.918 -0.280
Ge1 -0.126 0.448 1.580
C17 -0.257 -1.494 1.799
C18 -1.481 -2.113 2.036
C19 -1.578 -3.492 2.180
C20 -0.441 -4.280 2.095
C21 0.789 -3.680 1.856
C22 0.874 -2.306 1.709
C23 -1.696 1.345 2.342
C24 -2.082 2.593 1.861
C25 -3.106 3.320 2.453
C26 -3.765 2.802 3.557
C27 -3.377 1.572 4.070
C28 -2.348 0.859 3.474
C29 1.345 1.120 2.712
C30 2.180 0.311 3.477
C31 3.246 0.847 4.188
C32 3.498 2.209 4.146
C33 2.670 3.034 3.398
C34 1.608 2.490 2.692
H19 -2.388 -1.522 2.082
H20 -2.545 -3.947 2.355
H21 -0.512 -5.354 2.212
H22 1.683 -4.287 1.782
H23 1.846 -1.868 1.505
H24 -1.559 3.011 1.012
H25 -3.384 4.288 2.057
H26 -4.567 3.358 4.024
H27 -3.873 1.170 4.944
H28 -2.050 -0.087 3.910
H29 1.996 -0.754 3.540
H30 3.880 0.197 4.779
H31 4.330 2.629 4.696
H32 2.849 4.102 3.368
H33 0.967 3.157 2.122

Forces on the atoms, in the same order (eV/Å):
Ru -0.909 3.058 0.961
C 0.018 0.062 -0.026
C 0.310 -0.225 -0.098
C -0.189 -0.420 -0.376
C 0.451 -0.278 -0.307
C -0.161 -0.392 0.293
C -0.020 -0.354 -0.709
C -0.157 -0.579 0.174
H 0.008 0.001 -0.007
H 0.003 0.009 -0.011
H -0.027 -0.021 0.019
H 0.026 0.066 0.100
H 0.043 0.070 -0.004
H -0.042 0.014 0.033
H 0.039 0.098 0.154
H 0.170 0.046 0.081
C -0.097 -0.042 -0.033
C -0.071 -0.140 0.376
O -0.096 -0.046 -0.528
N 0.121 0.142 -0.060
C -0.071 -0.118 0.199
C -0.052 0.198 -0.002
C 0.117 0.151 0.060
C -0.109 -0.061 0.003
C -0.035 -0.104 -0.066
C -0.110 -0.412 0.237
N 0.513 -0.451 -0.936
H 0.011 0.000 -0.012
H -0.002 0.016 -0.008
H 0.015 -0.017 0.009
H 0.006 0.029 0.012
H -0.068 -0.028 0.011
H 0.010 0.045 -0.026
H 0.006 -0.008 -0.012
H 0.011 0.028 -0.007
H 0.044 -0.009 0.006
H -0.126 -0.002 0.065
C 0.290 -0.245 0.663
Ge 0.043 -0.141 -0.039
C -0.093 0.094 0.121
C -0.096 -0.008 -0.106
C -0.003 0.001 -0.010
C -0.004 0.000 0.000
C -0.023 -0.090 0.002
C 0.144 0.046 0.022
C 0.044 0.034 -0.106
C 0.057 0.024 -0.031
C -0.006 0.009 0.008
C -0.010 -0.004 0.018
C -0.047 0.042 0.032
C 0.039 -0.131 0.011
C 0.085 -0.024 -0.177
C -0.043 -0.064 0.064
C 0.023 0.019 0.031
C 0.028 0.002 0.018
C 0.015 0.035 0.020
C -0.041 0.045 -0.043
H 0.014 0.020 0.014
H 0.001 -0.013 0.004
H 0.003 -0.007 -0.003
H 0.008 0.000 -0.002
H -0.007 0.034 0.001
H 0.001 0.036 -0.030
H -0.004 0.008 -0.006
H -0.008 0.006 0.003
H -0.003 -0.002 0.002
H 0.011 -0.016 -0.017
H -0.003 -0.017 -0.019
H 0.009 -0.007 0.006
H -0.003 -0.004 0.005
H 0.002 0.004 -0.002
H -0.003 -0.009 -0.024

Calculated values
Multiplicity: 2
Orbital gap (alpha / beta), eV: 7.00 / 6.86
Expectation value of S²: 0.76
Max |F|, eV Å⁻¹: 3.3
Electronic energy, hartree: -3671.90926
Highest occupied orbital energy (alpha / beta), eV: -6.38 / -6.25

Which charges does Löwdin predict for the atoms? In e, they are:
1 Ru 0.930
2 C -0.041
3 C -0.332
4 C -0.113
5 C -0.159
6 C -0.165
7 C -0.160
8 C -0.120
9 H 0.087
10 H 0.072
11 H 0.067
12 H 0.112
13 H 0.099
14 H 0.102
15 H 0.103
16 H 0.094
17 C 0.009
18 C -0.534
19 O 0.011
20 N 0.065
21 C -0.122
22 C -0.268
23 C -0.043
24 C -0.060
25 C -0.023
26 C -0.424
27 N 0.008
28 H 0.085
29 H 0.087
30 H 0.072
31 H 0.126
32 H 0.123
33 H 0.122
34 H 0.107
35 H 0.106
36 H 0.114
37 H 0.038
38 C -0.332
39 Ge 1.021
40 C -0.262
41 C -0.110
42 C -0.087
43 C -0.094
44 C -0.089
45 C -0.137
46 C -0.257
47 C -0.134
48 C -0.084
49 C -0.093
50 C -0.086
51 C -0.109
52 C -0.251
53 C -0.103
54 C -0.091
55 C -0.100
56 C -0.094
57 C -0.115
58 H 0.092
59 H 0.100
60 H 0.099
61 H 0.102
62 H 0.099
63 H 0.065
64 H 0.102
65 H 0.100
66 H 0.102
67 H 0.097
68 H 0.085
69 H 0.099
70 H 0.098
71 H 0.099
72 H 0.094



No. 3
Entry from the OMol25 dataset: a molecular structure, C34H33IrN4O6S at a distorted geometry (ωB97M-V/def2-TZVPD).

Geometry (Å):
Ir1 -1.699 -0.136 1.796
N1 -2.766 1.304 0.072
C1 -4.068 2.007 0.239
C2 -4.592 1.911 1.629
C3 -4.587 0.379 1.846
O1 -5.457 -0.315 1.398
O2 -3.532 -0.083 2.566
H1 -2.041 1.968 -0.056
H2 -2.765 0.637 -0.706
H3 -4.754 1.533 -0.448
H4 -3.877 2.999 -0.164
H5 -5.610 2.249 1.660
H6 -3.911 2.448 2.306
C4 4.633 -4.697 0.499
C5 3.218 -4.304 0.821
C6 2.424 -5.218 1.560
C7 1.192 -4.808 2.015
C8 0.673 -3.569 1.635
C9 1.416 -2.688 0.891
C10 2.671 -3.070 0.453
S1 -0.880 -3.130 2.328
O3 -1.841 -2.959 1.252
O4 -1.264 -4.000 3.398
N2 -0.657 -1.592 2.879
C11 0.271 -1.178 3.847
C12 1.209 -1.944 4.483
C13 2.007 -1.391 5.508
C14 1.871 -0.082 5.902
C15 0.939 0.747 5.244
C16 0.787 2.098 5.561
C17 0.051 2.906 4.755
C18 -0.665 2.315 3.719
N3 -0.609 1.033 3.398
C19 0.211 0.241 4.152
H7 4.679 -5.785 0.421
H8 5.370 -4.377 1.268
H9 4.902 -4.221 -0.457
H10 2.863 -6.196 1.816
H11 0.592 -5.472 2.604
H12 1.039 -1.699 0.708
H13 3.328 -2.403 -0.077
H14 1.300 -2.990 4.250
H15 2.760 -2.030 5.986
H16 2.363 0.308 6.790
H17 1.370 2.460 6.422
H18 -0.177 3.945 4.966
H19 -1.269 2.950 3.106
C20 2.414 5.000 -4.506
C21 1.241 4.031 -4.345
C22 -0.054 4.523 -4.514
C23 -1.189 3.701 -4.444
C24 -1.088 2.358 -4.323
C25 0.221 1.816 -4.181
N4 0.397 0.508 -3.982
C26 -0.584 -0.442 -3.503
C27 -1.266 -1.255 -4.385
C28 -2.172 -2.180 -3.883
C29 -2.487 -2.225 -2.550
C30 -1.842 -1.406 -1.657
C31 -0.850 -0.533 -2.122
C32 0.013 0.164 -1.068
O5 1.047 0.694 -1.480
O6 -0.373 0.072 0.147
C33 1.376 2.643 -4.167
C34 2.685 1.991 -3.911
H20 2.053 6.009 -4.750
H21 3.126 4.602 -5.239
H22 2.904 5.152 -3.541
H23 -0.135 5.584 -4.698
H24 -2.187 4.132 -4.573
H25 -1.964 1.729 -4.379
H26 1.378 0.271 -3.820
H27 -1.011 -1.212 -5.448
H28 -2.635 -2.857 -4.625
H29 -3.267 -2.891 -2.199
H30 -1.956 -1.535 -0.605
H31 2.630 1.526 -2.927
H32 3.504 2.692 -3.896
H33 2.948 1.236 -4.668

Forces on the atoms, in the same order (eV/Å):
Ir -0.034 -0.078 0.441
N -0.638 -0.904 0.396
C 0.897 0.087 -1.875
C 0.876 -0.955 0.359
C -0.117 0.400 1.133
O 0.410 0.020 -0.005
O -0.644 0.188 -0.566
H 0.798 0.425 -0.301
H -0.035 0.558 0.302
H -0.403 -0.101 -0.085
H -0.491 0.409 0.427
H -0.395 0.338 0.240
H -0.490 -0.259 0.089
C 0.081 0.390 -0.289
C -0.583 -0.669 0.642
C 1.027 0.720 -0.299
C -0.306 -0.313 -0.545
C 0.195 -0.954 1.064
C 0.059 0.295 -0.320
C 0.726 -0.624 0.510
S -1.037 0.686 -0.110
O 0.458 0.130 0.030
O 0.669 -0.125 -0.067
N 0.280 0.486 -0.297
C -0.580 0.701 -0.525
C -0.048 0.041 0.262
C 0.532 0.245 0.290
C -0.232 -0.812 0.488
C 0.178 -0.268 -0.629
C 1.087 0.407 0.713
C -0.962 0.203 0.459
C 0.072 -0.256 -0.674
N 0.370 0.192 0.518
C -0.306 -1.078 -0.113
H 0.233 0.164 -0.154
H -0.595 -0.102 -0.398
H 0.240 -0.356 0.272
H -0.443 0.519 -0.033
H -0.266 -0.163 0.324
H -0.065 0.240 -0.210
H -0.129 0.370 -0.217
H 0.019 -0.183 -0.030
H -0.451 0.279 -0.133
H 0.204 -0.083 -0.303
H -0.475 0.069 -0.431
H 0.430 -0.063 0.019
H -0.433 0.109 -0.360
C -0.500 -0.340 0.691
C -0.054 -0.369 -0.573
C 0.477 0.014 0.307
C -1.052 0.574 -0.431
C 0.286 -0.055 0.017
C -0.875 -0.597 0.273
N 0.518 -0.119 0.224
C -0.309 0.413 0.566
C 0.604 -0.044 -0.302
C -0.377 -0.330 -1.691
C -0.898 -0.461 0.159
C 1.231 0.417 -0.897
C -0.073 -0.077 0.706
C 0.145 -0.216 -1.188
O -0.173 0.098 0.699
O 0.587 0.226 -0.015
C 0.610 1.160 -0.309
C 0.333 -0.173 -0.116
H 0.092 -0.499 -0.398
H -0.109 0.402 0.178
H 0.259 -0.308 -0.094
H -0.348 0.088 -0.010
H 0.456 -0.018 0.060
H 0.070 -0.164 0.151
H -0.511 -0.310 0.083
H -0.247 -0.034 0.357
H 0.129 0.409 0.733
H 0.171 -0.146 0.013
H -0.296 -0.084 0.526
H 0.169 -0.167 0.098
H 0.144 0.299 0.011
H -0.141 0.088 0.158

Calculated values
Total charge: +1
Multiplicity: 6
Orbital gap (alpha / beta), eV: 7.63 / 4.67
Expectation value of S²: 8.80
Max |F|, eV Å⁻¹: 2.1
Electronic energy, hartree: -2488.09079
Highest occupied orbital energy (alpha / beta), eV: -10.13 / -10.44

Which charges does Löwdin predict for the atoms? In e, they are:
1 Ir 1.602
2 N -0.027
3 C -0.236
4 C -0.091
5 C -0.592
6 O 0.123
7 O -0.233
8 H 0.068
9 H 0.069
10 H 0.122
11 H 0.119
12 H 0.122
13 H 0.115
14 C -0.050
15 C -0.254
16 C -0.016
17 C -0.056
18 C -0.299
19 C -0.048
20 C -0.019
21 S 0.616
22 O -0.341
23 O -0.259
24 N -0.263
25 C -0.234
26 C 0.003
27 C -0.043
28 C -0.028
29 C -0.161
30 C 0.012
31 C -0.035
32 C -0.109
33 N -0.007
34 C -0.139
35 H 0.078
36 H 0.099
37 H 0.082
38 H 0.126
39 H 0.112
40 H 0.090
41 H 0.113
42 H 0.109
43 H 0.121
44 H 0.120
45 H 0.138
46 H 0.118
47 H 0.107
48 C -0.023
49 C -0.180
50 C 0.018
51 C -0.043
52 C 0.028
53 C -0.166
54 N 0.185
55 C -0.165
56 C -0.008
57 C -0.054
58 C -0.039
59 C -0.022
60 C -0.049
61 C -0.562
62 O 0.056
63 O -0.219
64 C -0.115
65 C -0.012
66 H 0.086
67 H 0.094
68 H 0.093
69 H 0.122
70 H 0.127
71 H 0.128
72 H 0.141
73 H 0.130
74 H 0.129
75 H 0.128
76 H 0.066
77 H 0.086
78 H 0.084
79 H 0.113